Record 1
Formula: C3H7NO2
Source: the OMol25 dataset
Level of theory: the ωB97M-V functional and the def2-TZVPD basis

Geometry as XYZ:
```
13
Properties=species:S:1:pos:R:3:forces:R:3:lowdin_charge:R:1
C 2.06871 0.13607 -0.13269 0.1 0.0 0.1 -0.053
N 0.65100 0.28357 -0.40701 -0.2 0.0 0.0 0.043
C -0.31169 0.02476 0.46760 -0.1 0.0 -0.3 -0.485
O -0.09158 -0.19094 1.72658 -0.2 -0.1 0.0 0.005
C -1.70526 -0.23370 0.21274 0.1 0.2 0.0 -0.230
O -2.03749 -0.59896 -1.10897 -0.2 0.1 -0.2 -0.071
H 2.55385 1.10528 0.02162 -0.1 -0.1 0.0 0.086
H 2.17895 -0.45793 0.77687 0.0 0.1 -0.1 0.089
H 2.56126 -0.37717 -0.96450 -0.1 0.1 0.1 0.087
H 0.33496 0.41178 -1.35796 0.0 0.0 0.1 0.147
H -2.34155 0.55264 0.63218 0.2 -0.1 0.0 0.108
H -1.19963 -0.69770 1.59959 0.3 0.1 0.2 0.194
H -2.66153 0.04230 -1.46605 0.1 -0.1 0.0 0.080
```
Positions in Å, forces in eV/Å.

Values from the calculation:
- Total charge: 0
- Calculated total energy: -8806.83538 eV
- Gap between HOMO and LUMO: 8.5015 eV

---

Record 2
Formula: C2H5BrNO
Source: the OMol25 dataset
Level of theory: the ωB97M-V functional and the def2-TZVPD basis

Geometry as XYZ:
```
10
Properties=species:S:1:pos:R:3:forces:R:3:lowdin_charge:R:1
C 1.00626 1.37315 1.06158 -1.2 -0.3 1.2 -0.227
C 1.62562 1.05668 -0.21340 -1.0 1.0 0.0 0.093
N 0.03249 1.00875 -0.20282 -0.9 -1.7 0.8 0.122
O 0.75222 1.67371 2.16591 1.0 -0.5 -2.1 0.269
Br -1.59132 -1.94542 0.83290 0.4 -0.2 -0.7 0.465
H 2.16901 0.13400 -0.45157 -0.5 0.1 0.4 0.154
H 2.07638 1.93982 -0.71481 -0.6 -0.5 0.1 0.161
H -0.59626 0.09991 -0.13901 2.3 1.2 0.1 0.061
H -0.65076 1.70278 -0.51210 1.1 0.7 -0.4 0.157
H -2.21572 -1.36768 1.93814 -0.3 0.3 0.6 -0.256
```
Positions in Å, forces in eV/Å.

Values from the calculation:
- Total charge: +1
- Calculated total energy: -75725.60568 eV
- Gap between HOMO and LUMO: 10.2009 eV

---

Record 3
Formula: C20H47N9O5
Source: the OMol25 dataset
Level of theory: the ωB97M-V functional and the def2-TZVPD basis

Geometry as XYZ:
```
81
Properties=species:S:1:pos:R:3:forces:R:3:lowdin_charge:R:1
C -2.05590 -2.46696 1.03582 0.6 0.0 -0.7 -0.091
C -0.63609 -2.14829 0.54740 0.2 -0.3 0.1 -0.252
C 0.48211 -2.86310 1.32709 -0.4 0.3 0.6 -0.199
C 1.01696 -2.08011 2.53893 0.5 -0.4 -0.2 -0.199
C 2.29089 -1.27368 2.25295 -0.7 -0.3 0.0 -0.208
C 2.19766 -0.40078 1.00683 0.6 0.8 0.0 -0.205
C 3.05615 0.87277 1.08370 0.2 -1.0 0.8 -0.199
C 2.67819 1.80395 2.24769 0.6 0.6 -1.0 -0.187
C 1.95630 3.09626 1.81372 -0.2 -0.2 0.9 -0.200
C 0.44211 3.07533 2.07305 0.5 -0.5 -0.3 -0.197
C -0.41299 2.30578 1.04946 -0.3 1.0 0.1 -0.185
C 0.10491 2.28978 -0.37561 -0.7 -0.8 0.5 -0.176
C -0.73468 1.41865 -1.30254 0.4 0.7 -0.9 -0.298
C 0.11319 1.23890 -2.58055 -0.8 1.6 0.1 -0.152
N -0.83134 1.00102 -3.70249 1.3 -1.6 1.1 0.085
C -2.11109 1.15598 -3.19545 1.3 0.8 0.4 -0.502
O -3.09217 0.68383 -3.67222 -1.6 -0.6 -0.5 0.080
C -1.98313 2.04240 -1.93006 -0.2 -1.4 -0.6 -0.044
H -2.15300 -3.52478 1.25438 0.0 -0.1 0.2 0.031
H -2.73416 -2.22888 0.21937 -0.4 0.2 0.1 0.067
H -2.28167 -1.86818 1.90839 -0.3 0.0 0.3 0.073
H -0.53185 -1.06769 0.60210 0.2 0.1 -0.1 0.058
H -0.51751 -2.41378 -0.50116 -0.2 0.0 -0.2 0.099
H 0.08348 -3.79868 1.71483 -0.1 -0.1 -0.2 0.076
H 1.31834 -3.14073 0.68789 0.1 0.1 -0.2 0.104
H 0.24459 -1.44622 2.97234 -0.2 0.1 -0.1 0.112
H 1.28285 -2.81267 3.29779 -0.1 0.0 0.3 0.101
H 3.09390 -1.99236 2.10748 0.3 -0.1 0.0 0.109
H 2.52465 -0.71945 3.15943 0.2 0.2 0.0 0.098
H 1.18708 -0.07453 0.78623 -0.3 -0.3 0.0 0.078
H 2.59013 -0.98778 0.18214 -0.3 -0.1 -0.4 0.112
H 4.07948 0.52555 1.23521 0.2 0.1 0.0 0.104
H 3.07008 1.38590 0.12965 -0.1 0.2 -0.2 0.095
H 2.12554 1.29732 3.03032 -0.3 -0.2 0.0 0.096
H 3.61124 2.11383 2.71188 0.2 0.0 0.2 0.100
H 2.23831 3.36602 0.80017 -0.1 0.0 -0.2 0.101
H 2.35684 3.88187 2.45221 0.0 0.3 0.0 0.098
H 0.09743 4.09348 2.22511 -0.2 0.2 -0.2 0.100
H 0.30503 2.57304 3.02400 -0.1 0.1 0.3 0.089
H -1.38120 2.80656 1.02159 -0.3 -0.1 0.1 0.099
H -0.63261 1.30823 1.41742 0.2 -0.3 -0.1 0.101
H 0.10160 3.28716 -0.80399 0.3 0.3 0.0 0.130
H 1.11106 1.88327 -0.39929 0.2 0.2 -0.1 0.085
H -1.03772 0.46673 -0.87377 0.2 -0.2 0.2 0.129
H 0.50027 2.23752 -2.77813 0.8 -0.1 0.2 0.101
H 0.91933 0.53098 -2.43834 0.0 -0.3 -0.4 0.123
H -0.58588 0.07125 -4.03320 -0.7 0.0 -0.8 0.093
H -2.90540 1.90332 -1.38439 -0.2 0.5 0.3 0.115
H -1.79703 3.04806 -2.29335 -0.1 0.4 0.3 0.128
C 0.25011 -2.97387 -4.68063 -0.1 -0.2 0.0 -0.678
O 0.63340 -1.82592 -4.52698 0.1 0.3 0.1 0.011
N 0.89511 -4.03777 -4.12159 0.1 0.0 0.1 0.154
N -0.85274 -3.28100 -5.42059 -0.1 0.1 -0.1 0.157
H 0.59814 -4.98849 -4.23223 0.0 0.0 0.0 0.094
H 1.70935 -3.84139 -3.56864 0.0 0.0 0.0 0.105
H -1.35090 -2.51700 -5.84079 0.0 0.0 0.0 0.108
H -1.18703 -4.21564 -5.55828 0.0 0.0 0.0 0.094
C -2.80007 3.93701 3.81613 -0.1 0.1 0.0 -0.681
O -2.13693 2.91936 3.81577 0.0 -0.1 0.1 0.032
N -3.84803 4.13000 2.95832 -0.1 0.0 -0.1 0.150
N -2.55213 4.97548 4.67167 0.1 0.1 0.1 0.149
H -4.40679 4.96165 2.93990 0.0 0.0 0.0 0.090
H -4.05544 3.38739 2.31597 0.0 0.0 0.0 0.101
H -1.78844 4.86646 5.31315 0.0 0.0 0.0 0.102
H -3.08559 5.82359 4.68715 0.0 0.0 0.0 0.089
C -2.40908 -5.97913 3.07256 -0.1 0.0 0.1 -0.675
O -1.38822 -5.45808 2.66439 0.1 -0.1 0.0 0.027
N -3.63298 -5.73811 2.51403 -0.1 0.0 -0.1 0.154
N -2.41499 -6.84972 4.12659 0.1 -0.1 0.1 0.147
H -4.48359 -6.15723 2.83786 0.0 0.0 0.0 0.092
H -3.66709 -5.10136 1.73885 0.0 0.0 0.0 0.091
H -1.53246 -7.04791 4.56071 0.0 0.0 0.0 0.102
H -3.24287 -7.28984 4.48026 0.0 0.0 0.0 0.090
C 3.33206 2.81305 -4.53997 0.0 -0.1 -0.1 -0.684
O 2.94189 3.00684 -3.40459 0.0 0.1 0.2 0.022
N 3.00258 1.69028 -5.24472 0.0 -0.1 0.1 0.159
N 4.13111 3.70423 -5.20424 0.1 0.1 0.0 0.143
H 3.31115 1.51127 -6.18101 0.0 0.0 0.0 0.091
H 2.41341 1.01572 -4.78818 0.0 0.0 -0.1 0.095
H 4.39035 4.53978 -4.71350 0.0 0.0 0.0 0.100
H 4.46244 3.56430 -6.13943 0.0 0.0 0.0 0.088
```
Positions in Å, forces in eV/Å.

Values from the calculation:
- SMILES: CCCCCCCCCCCC[C@@H]1CNC(=O)C1.NC(N)=O.NC(N)=O.NC(N)=O.NC(N)=O
- Total charge: 0
- Calculated total energy: -45155.13520 eV
- Gap between HOMO and LUMO: 9.3866 eV

---

Record 4
Formula: C36H28IN9O3S2Ti
Source: the OMol25 dataset
Level of theory: the ωB97M-V functional and the def2-TZVPD basis

Geometry as XYZ:
```
80
Properties=species:S:1:pos:R:3:forces:R:3:lowdin_charge:R:1
Ti 0.13797 -0.05101 0.08570 0.2 0.8 1.6 0.895
C -0.16088 6.23183 1.68678 0.0 0.1 0.0 -0.053
C -0.61292 4.80552 1.62621 0.0 -0.1 0.1 -0.262
C -1.70038 4.42571 0.84274 0.1 0.0 0.0 -0.046
C -2.01413 3.09576 0.66173 0.2 0.1 0.0 -0.052
C -1.27668 2.08473 1.27786 -0.2 -0.1 0.0 -0.272
N -1.56412 0.71691 1.01004 0.3 0.1 -0.5 -0.058
C -2.78442 0.25186 1.40594 -0.1 -0.1 0.1 -0.228
C -3.71302 1.02580 2.13400 0.1 0.1 0.0 -0.009
C -4.97495 0.57488 2.45542 0.0 -0.1 0.0 -0.053
C -5.40545 -0.70096 2.11192 0.2 0.0 -0.1 -0.296
C -6.76386 -1.21724 2.48186 -0.2 0.0 0.0 -0.067
C -4.48084 -1.51150 1.46988 -0.1 0.1 0.1 0.006
C -3.21333 -1.06314 1.12608 -0.1 -0.1 0.0 -0.125
N -2.33532 -2.02803 0.54344 0.1 0.1 0.0 -0.077
C -2.69188 -3.12382 -0.15497 0.0 0.0 -0.1 -0.072
C -1.60404 -3.96556 -0.19968 -0.1 0.1 0.1 -0.033
C -0.60932 -3.27907 0.50855 0.0 0.0 0.0 -0.133
N -1.04526 -2.10709 0.94462 0.0 0.2 -0.1 0.068
C -0.22700 2.47241 2.10895 0.1 0.2 0.1 -0.170
C 0.10892 3.81231 2.26617 -0.1 0.0 -0.2 0.013
N 0.59156 1.51114 2.76401 -0.2 -0.2 0.0 -0.066
C 1.29704 1.64857 3.90215 0.0 0.1 0.1 -0.052
C 1.99201 0.47928 4.10420 0.0 0.1 0.0 -0.042
C 1.64688 -0.32781 3.01245 0.0 -0.1 0.0 -0.108
N 0.79152 0.29788 2.22622 0.3 0.1 -0.5 -0.024
H -0.97037 6.91284 1.42586 0.0 0.0 0.0 0.073
H 0.65494 6.38619 0.97858 0.0 0.0 -0.1 0.062
H 0.20067 6.49740 2.68087 0.0 0.0 0.0 0.074
H -2.26360 5.18362 0.31548 0.0 0.0 0.0 0.084
H -2.81211 2.80952 -0.00891 0.0 0.0 0.0 0.096
H -3.42578 2.02157 2.43585 0.0 0.0 0.0 0.107
H -5.63702 1.23596 3.00110 -0.1 0.0 0.0 0.109
H -7.48092 -0.40183 2.58487 0.0 0.0 0.0 0.071
H -6.75166 -1.75978 3.43009 0.0 0.0 0.0 0.076
H -7.14895 -1.89991 1.72362 0.0 0.0 0.0 0.071
H -4.73877 -2.54013 1.25750 0.0 -0.1 0.0 0.111
H -3.67616 -3.20848 -0.57793 -0.1 0.0 0.0 0.125
H -1.53010 -4.91522 -0.69339 0.0 -0.1 0.0 0.096
H 0.41748 -3.55568 0.67741 0.0 0.0 0.0 0.118
H 1.00100 4.07243 2.81828 0.0 0.0 0.0 0.120
H 1.23911 2.55338 4.47903 0.0 0.0 0.0 0.121
H 2.65941 0.25031 4.91304 0.0 0.0 0.1 0.090
H 1.98375 -1.31281 2.73777 0.0 0.0 0.0 0.116
S 2.73941 0.36666 -2.71109 0.1 0.1 -0.1 0.624
C 2.40818 1.80006 -1.85082 -0.1 0.0 0.0 -1.129
S 1.83900 1.75922 -0.20825 -0.3 -0.4 0.3 0.663
C 2.54796 3.07044 -2.40653 0.0 0.0 0.0 -0.419
C 2.20806 4.25232 -1.69197 0.0 0.0 0.1 -0.277
N 1.94853 5.22996 -1.13717 -0.1 0.1 0.0 0.140
C 2.91762 3.26031 -3.76290 0.0 -0.1 -0.1 -0.295
N 3.16282 3.43251 -4.87722 0.0 0.0 -0.1 0.117
O 2.57430 -2.95482 -1.14706 -0.1 0.1 0.1 0.072
C 1.74713 -2.08196 -0.98360 -0.2 0.1 -0.4 -0.650
O 1.56065 -1.35996 0.07516 0.4 -0.7 -0.1 -0.200
C 0.66304 -1.87767 -2.05710 0.4 -0.3 -0.1 -0.231
C 0.71700 -2.65745 -3.23541 -0.3 0.2 0.0 0.020
C -0.34020 -2.59883 -4.09097 0.0 0.1 0.2 0.018
C -1.47592 -1.80763 -3.75980 0.0 -0.2 -0.3 -0.149
C -2.64562 -1.77741 -4.56238 0.1 0.0 0.1 -0.036
C -3.73105 -1.04427 -4.17847 0.0 0.1 0.1 -0.083
C -3.69289 -0.30156 -2.97358 0.0 0.0 0.0 -0.071
C -2.57253 -0.29222 -2.19196 0.1 -0.1 -0.1 -0.027
C -1.43902 -1.05177 -2.58079 0.1 0.2 0.2 -0.195
N -0.33331 -1.07388 -1.76847 -0.2 -0.2 -0.1 0.085
H 1.59695 -3.26061 -3.39039 0.0 0.0 -0.1 0.123
H -0.34930 -3.16876 -5.01177 0.0 0.0 0.0 0.116
H -2.65861 -2.35646 -5.47718 0.0 0.0 0.0 0.109
H -4.62430 -1.02795 -4.78791 0.0 0.0 0.0 0.099
H -4.56006 0.27128 -2.66846 0.0 0.0 0.0 0.111
H -2.51977 0.28665 -1.27882 0.0 0.0 0.0 0.094
N 0.07876 1.64078 -4.03237 -0.2 0.0 0.1 0.190
C -0.85130 2.15814 -3.20488 0.3 -0.2 -0.1 -0.639
O -0.85443 2.00706 -1.99495 -0.2 0.0 0.0 -0.035
C -1.99000 2.84467 -3.93859 -0.1 0.0 -0.2 -0.570
I -2.85096 4.45209 -2.86799 0.0 0.0 0.0 0.853
H 0.91208 1.16911 -3.64732 -0.1 0.1 -0.1 -0.010
H 0.12465 1.94426 -4.99001 0.1 0.0 0.0 0.104
H -2.78792 2.11667 -4.08474 0.1 0.0 0.0 0.031
H -1.68099 3.23846 -4.90301 0.0 0.0 0.0 0.039
```
Positions in Å, forces in eV/Å.

Values from the calculation:
- Total charge: -1
- Calculated total energy: -110232.85896 eV
- <S²>: 0.754
- Gap between HOMO and LUMO (spin up / spin down): 6.1385 / 6.0922 eV
- Multiplicity: 2

---

Number 1: strongest force on any atom 0.351 eV/Å. Number 2: strongest force on any atom 2.561 eV/Å. Number 3: strongest force on any atom 2.309 eV/Å. Number 4: strongest force on any atom 1.847 eV/Å.